[1]
Formula: C3H8N2O
Source: OMol25
Level of theory: ωB97M-V/def2-TZVPD

```
14
Properties=species:S:1:pos:R:3:forces:R:3:lowdin_charge:R:1
C 1.260 0.329 0.785 -0.2372 -0.3221 0.2168 -0.107
C 0.342 0.169 -0.407 -0.0433 -0.3221 1.9545 -0.420
N 0.759 -0.795 -1.386 -0.2102 -0.1861 -0.7153 0.010
C -1.066 0.196 -0.185 1.9461 0.9781 -0.2558 -0.472
N -1.743 0.094 0.965 -0.0711 -0.1793 -0.0486 0.190
O -1.708 0.626 -1.251 1.5077 0.1752 -1.5959 0.027
H 1.352 -0.602 1.368 0.1538 -0.0122 0.0687 0.065
H 2.266 0.596 0.451 -0.0806 -0.0161 0.0077 0.066
H 0.921 1.115 1.466 0.0201 -0.0075 -0.0690 0.066
H 1.698 -0.639 -1.731 -0.2315 0.0280 0.0271 0.068
H 0.667 -1.759 -1.065 0.2870 0.1965 -0.0081 0.072
H -2.749 0.176 0.920 0.2311 0.1256 0.2407 0.120
H -1.303 -0.395 1.730 -0.2672 -0.0026 -0.1083 0.113
H -0.696 0.887 -1.661 -3.0047 -0.4553 0.2855 0.202
```
Positions in Å, forces in eV/Å.

Properties
total energy = -8266.237 eV
maximum force = 0.05936 Eh/bohr
SMILES string = C/C(N)=C(\N)O
HOMO level = -6.9 eV
HOMO-LUMO gap = 7.7023 eV
charge = 0
spin multiplicity = 1
energy relative to the best compared isomer or geometry (same formula, charge and spin) = 3.0889 eV

***

[2]
Formula: C3H8N2O
Source: OMol25
Level of theory: ωB97M-V/def2-TZVPD

```
14
Properties=species:S:1:pos:R:3:forces:R:3:lowdin_charge:R:1
C 1.616 -0.841 -1.445 0.4704 0.3108 0.7184 -0.008
C 0.180 -0.508 -1.026 2.1194 0.4182 -1.5556 -0.531
O -0.671 -0.516 -1.883 -0.9496 -0.1493 0.7513 0.066
N 0.104 -0.091 0.281 -1.1396 0.2854 -0.0082 0.056
C -1.056 0.684 0.675 -0.5594 1.2882 -0.8395 -0.297
N -1.631 0.410 1.968 -0.1495 0.3021 0.0412 0.013
H 2.293 -0.701 -0.602 0.1189 -0.4899 0.1315 0.063
H 1.699 -1.838 -1.848 -0.0834 -0.3583 0.0595 0.077
H 2.039 -0.174 -2.198 -0.6773 0.1843 -0.2066 0.083
H 0.966 0.302 0.622 0.1543 -0.3480 0.1107 0.123
H -0.819 1.756 0.570 0.3950 -0.0484 0.7201 0.123
H -1.809 0.684 -0.117 0.0241 -1.1572 -0.0426 0.110
H -1.299 -0.402 2.462 0.1768 -0.0131 -0.1794 0.065
H -1.613 1.236 2.543 0.0999 -0.2246 0.2994 0.058
```
Positions in Å, forces in eV/Å.

Properties
total energy = -8268.301 eV
maximum force = 0.05177 Eh/bohr
SMILES string = CC(=O)NCN
HOMO level = -9.1 eV
HOMO-LUMO gap = 9.9080 eV
charge = 0
spin multiplicity = 1
energy relative to the best compared isomer or geometry (same formula, charge and spin) = 1.0249 eV

***

[3]
Formula: C3H8N2O
Source: OMol25
Level of theory: ωB97M-V/def2-TZVPD

```
14
Properties=species:S:1:pos:R:3:forces:R:3:lowdin_charge:R:1
C -0.615 -2.117 -0.205 -0.9053 -0.3330 -1.5524 -0.064
N -0.238 -0.948 -0.472 0.2809 0.3164 -1.1037 -0.112
C -1.213 -0.077 -1.237 0.2677 -1.9673 1.9804 -0.085
H 0.055 -2.972 -0.146 0.4354 0.3920 1.1261 0.072
H -1.661 -2.419 -0.393 0.0302 0.0712 0.1733 0.073
H -1.049 -0.356 -2.280 -0.0347 0.6579 0.0793 0.086
H -2.178 -0.452 -0.896 -0.5256 0.5261 -0.4466 0.065
H -1.065 0.955 -0.942 -0.0680 0.1648 -0.4924 0.063
N 1.415 1.228 0.402 -0.7696 0.3764 0.8553 0.114
C 1.258 1.606 1.699 0.3807 -0.5582 0.1056 -0.432
O 0.332 1.260 2.402 -0.3576 0.0497 -0.1891 -0.014
H 2.201 1.514 -0.148 0.0262 -0.0349 -0.0399 0.088
H 0.681 0.600 0.052 1.0315 0.0752 -0.0522 0.028
H 2.076 2.178 2.163 0.2082 0.2636 -0.4436 0.117
```
Positions in Å, forces in eV/Å.

Properties
total energy = -8267.180 eV
maximum force = 0.05453 Eh/bohr
SMILES string = C=NC.NC=O
HOMO level = -9.5 eV
HOMO-LUMO gap = 10.4442 eV
charge = 0
spin multiplicity = 1
energy relative to the best compared isomer or geometry (same formula, charge and spin) = 2.1461 eV

***

[4]
Formula: C3H8N2O
Source: OMol25
Level of theory: ωB97M-V/def2-TZVPD

```
14
Properties=species:S:1:pos:R:3:forces:R:3:lowdin_charge:R:1
C 2.260 -0.297 0.086 0.0490 -0.1962 -0.9525 -0.077
N 0.816 -0.280 -0.277 0.9005 1.8118 0.4676 0.011
C 0.079 0.895 -0.123 -1.4085 -1.1839 0.6534 -0.567
O 0.574 1.987 -0.023 0.7737 0.8351 -0.2065 0.049
N -1.323 0.772 -0.022 1.8930 0.2916 -0.2415 -0.016
C -2.074 -0.434 0.016 -0.2823 -0.7689 0.3491 -0.128
H 2.721 -0.994 -0.670 -0.1058 0.5287 1.1308 0.086
H 2.454 -0.614 1.146 -0.2526 0.1632 -0.9979 0.087
H 2.727 0.699 -0.081 -0.6712 -0.6674 0.1632 0.084
H 0.364 -1.144 -0.162 -0.7062 -0.9056 0.1042 0.082
H -1.777 1.664 -0.012 -0.0759 0.0928 0.0394 0.125
H -1.655 -1.136 0.784 -0.4932 0.4727 -0.4879 0.089
H -3.118 -0.176 0.299 0.6895 -0.4268 -0.2643 0.094
H -2.048 -0.944 -0.960 -0.3100 -0.0472 0.2431 0.081
```
Positions in Å, forces in eV/Å.

Properties
total energy = -8268.740 eV
maximum force = 0.04038 Eh/bohr
SMILES string = CNC(=O)NC
HOMO level = -9.3 eV
HOMO-LUMO gap = 10.1709 eV
charge = 0
spin multiplicity = 1
energy relative to the best compared isomer or geometry (same formula, charge and spin) = 0.5862 eV

***

[5]
Formula: C3H8N2O
Source: OMol25
Level of theory: ωB97M-V/def2-TZVPD

```
14
Properties=species:S:1:pos:R:3:forces:R:3:lowdin_charge:R:1
C -0.267 -0.540 -0.340 -3.2867 1.6394 -2.7201 -0.324
C -1.313 -0.224 -1.524 1.4133 -1.1406 0.1480 -0.096
N -0.630 0.511 0.587 3.0859 -1.3193 4.3510 -0.184
C 1.391 -0.791 1.792 2.2977 -0.6926 0.4553 0.003
O 0.007 1.723 0.180 0.0643 0.2409 -0.3720 -0.126
N 2.559 -0.620 1.783 -1.3678 0.3921 0.4344 0.122
H -0.720 2.352 0.078 0.1026 -0.2252 0.0852 0.084
H 3.336 -0.055 2.084 0.0738 -0.2599 -0.2890 0.088
H -0.579 -1.499 0.071 0.5026 0.0090 0.2140 0.100
H 0.729 -0.493 -0.790 0.1548 -0.1765 0.5126 0.098
H 0.091 0.153 1.522 -2.9903 1.6125 -2.8102 0.065
H -2.346 -0.204 -1.177 0.2036 -0.0294 0.1878 0.062
H -1.192 -1.031 -2.246 -0.2576 0.0483 -0.3694 0.052
H -1.066 0.718 -2.020 0.0037 -0.0990 0.1725 0.056
```
Positions in Å, forces in eV/Å.

Properties
total energy = -8263.941 eV
maximum force = 0.10686 Eh/bohr
HOMO level = -8.7 eV
HOMO-LUMO gap = 9.6057 eV
charge = 0
spin multiplicity = 1
energy relative to the best compared isomer or geometry (same formula, charge and spin) = 5.3846 eV

***

[6]
Formula: C3H8N2O
Source: OMol25
Level of theory: ωB97M-V/def2-TZVPD

```
14
Properties=species:S:1:pos:R:3:forces:R:3:lowdin_charge:R:1
C -0.960 -0.594 0.911 0.8966 -0.1369 -1.3919 -0.041
N -0.232 0.020 -0.224 1.5364 1.1588 0.1918 -0.233
C -0.944 1.143 -0.779 0.1378 0.2358 -0.1127 -0.059
C 1.057 -0.214 -0.584 0.0640 0.3496 0.0308 -0.613
N 1.783 -0.860 0.388 0.2539 -0.3009 -0.0550 0.155
O 1.501 0.112 -1.674 0.2947 0.0097 0.2239 0.037
H -0.421 -1.388 1.435 0.0040 0.1180 -0.4383 0.066
H -1.205 0.194 1.669 -0.8609 -0.8317 -0.9698 0.104
H -1.427 -1.006 -0.032 -2.7460 -0.8378 2.9280 0.133
H -0.680 1.271 -1.826 -0.0106 0.0808 0.0774 0.089
H -2.031 1.017 -0.673 0.3383 -0.1506 -0.0707 0.090
H -0.648 2.022 -0.197 -0.2364 0.2934 -0.2538 0.095
H 2.779 -0.856 0.255 -0.0007 -0.0728 -0.0031 0.102
H 1.428 -0.861 1.331 0.3289 0.0846 -0.1567 0.075
```
Positions in Å, forces in eV/Å.

Properties
total energy = -8267.189 eV
maximum force = 0.07975 Eh/bohr
SMILES string = CN(C)C(N)=O
HOMO level = -8.8 eV
HOMO-LUMO gap = 9.5395 eV
charge = 0
spin multiplicity = 1
energy relative to the best compared isomer or geometry (same formula, charge and spin) = 2.1366 eV

***

[7]
Formula: C3H8N2O2
Source: OMol25
Level of theory: ωB97M-V/def2-TZVPD

```
15
Properties=species:S:1:pos:R:3:forces:R:3:lowdin_charge:R:1
H 2.978 1.655 -0.160 -4.1847 -2.8175 0.9227 0.166
N 1.863 1.223 0.075 2.3816 0.1762 0.2568 0.033
C 1.550 -0.062 0.015 0.5268 5.0186 -1.3371 -0.647
N 2.439 -0.957 -0.396 0.4426 -5.3809 1.8827 0.108
O 0.253 -0.479 -0.006 2.1307 0.2136 0.0097 -0.007
C -0.485 0.707 -0.150 -1.3814 0.9484 -1.3581 -0.249
O -1.774 0.358 -0.693 1.4309 -0.2170 1.3922 -0.184
C -2.650 -0.442 0.129 -2.2930 1.9172 1.5932 -0.132
H 1.883 -1.914 -0.305 2.0732 1.9957 -0.4184 0.160
H 3.180 -0.919 0.345 -0.3874 -0.5771 -1.3645 0.121
H 0.183 1.365 -0.911 -2.5804 -1.0733 1.7320 0.165
H -0.461 1.111 0.893 -0.8510 0.4739 -1.0224 0.139
H -2.831 0.061 1.223 1.0560 -1.2374 -2.2203 0.115
H -2.440 -1.581 0.272 -0.2277 2.1892 -0.7066 0.103
H -3.688 -0.125 -0.329 1.8639 -1.6295 0.6381 0.107
```
Positions in Å, forces in eV/Å.

Properties
total energy = -10312.487 eV
maximum force = 0.11120 Eh/bohr
SMILES string = [H]/N=C(\N)OCOC
HOMO level = -9.6 eV
HOMO-LUMO gap = 10.3265 eV
charge = 0
spin multiplicity = 1
energy relative to the best compared isomer or geometry (same formula, charge and spin) = 4.4651 eV

***

[8]
Formula: C3H8N2O2
Source: OMol25
Level of theory: ωB97M-V/def2-TZVPD

```
15
Properties=species:S:1:pos:R:3:forces:R:3:lowdin_charge:R:1
C -0.791 -0.254 -0.350 2.9721 -0.6841 -1.9207 -0.523
C 0.328 0.387 0.484 0.4059 -0.3604 -0.6454 -0.314
N -1.583 0.612 -1.093 0.1195 0.2081 0.3281 0.102
N 0.703 -0.461 1.590 -0.4629 -0.4029 0.6161 0.045
C 1.382 0.311 -0.651 2.2475 1.8424 2.3608 -0.296
O -1.439 -1.287 0.246 -0.3584 -0.3629 0.9977 0.022
O 2.467 -0.235 -0.465 -1.4586 0.2091 -0.8162 0.015
H -1.273 -1.178 1.212 -0.0487 -0.3180 -0.5987 0.107
H 0.143 -0.717 -1.192 -2.6250 -0.3731 0.8730 0.180
H 0.080 1.409 0.793 0.2394 -0.0826 0.2015 0.146
H -1.510 1.604 -0.917 -0.5095 -0.3572 -0.3025 0.092
H -2.270 0.169 -1.687 0.0717 0.6908 0.1229 0.103
H 1.031 -1.377 1.282 -0.1975 0.3146 -0.3144 0.097
H 1.484 -0.113 2.134 -0.1965 0.4267 -0.1691 0.090
H 1.248 1.130 -1.384 -0.1989 -0.7503 -0.7332 0.134
```
Positions in Å, forces in eV/Å.

Properties
total energy = -10313.688 eV
maximum force = 0.07281 Eh/bohr
HOMO level = -9.2 eV
HOMO-LUMO gap = 9.9859 eV
charge = 0
spin multiplicity = 1
energy relative to the best compared isomer or geometry (same formula, charge and spin) = 3.2647 eV

***

Question: What is the maximum force in the first record?
Answer: 0.05936 Eh/bohr